# 1
The following is a quantum chemistry calculation of 5 unconnected molecules or ions with the total composition C2H15NO4, from the Open Molecules 2025 dataset.

Summary:
- SMILES string = CCN.O.O.O.O
- highest occupied orbital energy (eV) = -9.118
- orbital gap (eV) = 9.8

Element x y z (Å)
C1 -0.61374 -2.11022 0.19708
C2 0.69197 -1.48211 0.60545
N1 0.71598 -0.04628 0.21953
H1 -1.42044 -1.67676 0.77442
H2 -0.63657 -3.17932 0.46514
H3 -0.82415 -1.94235 -0.84070
H4 1.64850 -1.98516 0.25020
H5 0.75618 -1.34844 1.67576
H6 1.57624 0.39794 0.53547
H7 0.01100 0.37091 0.82205
O1 3.23350 1.76858 0.07829
H8 3.88653 1.44198 0.65313
H9 3.68527 2.13016 -0.64846
O2 -2.47356 0.73781 -0.62301
H10 -1.73501 0.64140 -1.22818
H11 -3.22552 1.15340 -1.09538
O3 -1.62224 1.27101 1.83347
H12 -2.08026 0.97703 1.01791
H13 -1.94573 0.65767 2.50414
O4 -0.06269 0.51863 -2.62645
H14 0.05732 1.45477 -2.72119
H15 0.37742 0.24934 -1.84869



# 2
The following is a quantum chemistry calculation of 5 unconnected molecules or ions with the total composition C2H15NO4, from the Open Molecules 2025 dataset.

Summary:
- SMILES string = CNC.O.O.O.O
- highest occupied orbital energy (eV) = -9.041
- orbital gap (eV) = 9.5

Element x y z (Å)
C1 0.45096 -1.26505 1.18313
N1 1.65200 -0.52330 0.81788
C2 1.59584 0.19312 -0.44841
H1 -0.42526 -0.41045 1.17101
H2 0.22428 -2.09062 0.40554
H3 0.42616 -1.70050 2.20694
H4 2.40082 -1.21783 0.76351
H5 1.00133 -0.14319 -1.37013
H6 2.60297 0.32487 -0.84527
H7 1.01025 1.08755 -0.15403
O1 1.59757 2.23025 1.93530
H8 0.74345 2.38751 1.59971
H9 1.76070 1.27068 1.71380
O2 -1.04238 1.57620 0.63450
H10 -0.66066 2.25367 1.31653
H11 -1.43175 2.18727 0.05815
O3 -1.30741 -1.99249 -1.91640
H12 -0.47514 -1.77213 -2.22104
H13 -1.55092 -2.71112 -2.45064
O4 -2.58882 0.36833 -1.35558
H14 -3.54375 0.48003 -1.58375
H15 -2.44023 -0.53279 -1.46074



# 3
The following is a quantum chemistry calculation of 5 unconnected molecules or ions with the total composition C2H15NO5, from the Open Molecules 2025 dataset.

Summary:
- SMILES string = NCCO.O.O.O.O
- highest occupied orbital energy (eV) = -8.874
- orbital gap (eV) = 9.1

Element x y z (Å)
N1 0.08106 1.63319 -0.77857
C1 -0.01999 1.72654 0.67682
C2 0.36953 0.38353 1.26475
O1 1.76680 0.54258 1.24286
H1 -0.04005 0.68393 -1.09551
H2 -0.57674 2.16950 -1.31766
H3 -0.97972 2.02962 0.98769
H4 0.84575 2.40758 1.09342
H5 0.06067 -0.48490 0.69716
H6 -0.13236 0.20437 2.26842
H7 2.27585 -0.27221 1.42650
O2 -3.61178 1.00082 0.51910
H8 -2.93368 0.41638 0.12643
H9 -3.12649 1.82691 0.60482
O3 1.18073 -1.47260 -2.65239
H10 2.04652 -1.94345 -2.81338
H11 0.85910 -1.33804 -3.52895
O4 -2.26573 -1.45134 0.29026
H12 -2.72367 -1.45524 -0.57290
H13 -2.08222 -2.33410 0.62913
O5 3.34995 -1.41513 0.31760
H14 2.81599 -0.70523 -0.06612
H15 2.84048 -2.15272 0.68051



# 4
The following is a quantum chemistry calculation of 6 unconnected molecules or ions with the total composition C2H15O5S, from the Open Molecules 2025 dataset.

Summary:
- highest occupied orbital energy (eV) = -3.729
- total charge = -1
- orbital gap (eV) = 7.1

Element x y z (Å)
C1 -1.82120 2.45095 -1.04129
C2 -1.45661 1.02715 -0.49514
S1 0.06785 0.09071 -0.90800
H1 -2.69508 2.26587 -1.66070
H2 -1.02598 2.74115 -1.72558
H3 -1.99604 3.06539 -0.17297
H4 -2.24244 0.35157 -0.83421
H5 -1.48911 0.95519 0.59895
H6 2.23662 1.82161 1.22766
H7 2.29947 1.14860 2.55687
O1 2.79207 1.82341 2.01425
H8 3.32644 -0.81569 0.09393
H9 2.55676 -2.22058 -0.07606
O2 3.40861 -1.74281 -0.16593
H10 0.04117 0.77133 2.31571
H11 0.69275 -0.42354 1.73578
O3 0.68762 0.08138 2.57006
H12 -3.15853 -1.75683 -0.65835
H13 -1.91076 -2.01155 -1.61925
O4 -2.85993 -1.75954 -1.56834
H14 0.58450 -2.32868 -0.03921
H15 0.86832 -2.62685 -1.52060
O5 1.09351 -2.90824 -0.62757



# 5
The following is a quantum chemistry calculation of 6 unconnected molecules or ions with the total composition C2H15O5S, from the Open Molecules 2025 dataset.

Summary:
- ⟨S²⟩ = 0.7529
- 2S+1 = 2
- highest occupied orbital energy (alpha / beta) (eV) = -10.864 / -10.492
- orbital gap (alpha / beta) (eV) = 11.0 / 7.0

Element x y z (Å)
C1 0.34161 -0.53893 3.06750
C2 0.84093 0.56720 2.15584
S1 1.12653 -0.13846 0.46977
H1 -0.58755 -0.92891 2.65131
H2 1.07966 -1.33132 3.14270
H3 0.10131 -0.13410 4.04816
H4 0.09910 1.34271 1.97843
H5 1.77420 1.04527 2.44596
H6 1.72317 3.18816 -0.38921
H7 1.42425 1.78012 -0.75378
O1 1.46893 2.66267 -1.15666
H8 -0.07447 -0.75250 -3.16949
H9 1.11095 -0.89603 -2.26496
O2 0.90329 -0.77230 -3.19675
H10 -0.96182 1.67100 -1.62486
H11 -0.97244 1.09456 -0.11755
O3 -1.46753 1.54457 -0.81554
H12 -0.34854 -2.70024 -0.74758
H13 -0.75034 -1.95640 0.47388
O4 -1.11950 -2.57237 -0.17505
H14 -1.89617 0.07662 -1.98164
H15 -1.87051 -1.44058 -1.65716
O5 -1.94506 -0.81075 -2.38331



# 6
The following is a quantum chemistry calculation of 5 unconnected molecules or ions with the total composition C2H16N2O4, from the Open Molecules 2025 dataset.

Summary:
- SMILES string = NCCN.O.O.O.O
- highest occupied orbital energy (eV) = -9.506
- orbital gap (eV) = 10.0

Element x y z (Å)
N1 0.78988 -0.55555 0.40708
C1 1.14862 0.74067 1.06335
C2 0.79380 1.84386 -0.03543
N2 1.55508 1.55144 -1.22952
H1 1.67164 -0.80225 -0.04651
H2 -0.00564 -0.59713 -0.18740
H3 2.22642 0.78556 1.24064
H4 0.61853 0.78665 2.01633
H5 -0.27279 1.83109 -0.32078
H6 0.98368 2.86539 0.36933
H7 1.44822 2.09433 -2.07197
H8 2.47296 1.18793 -1.04772
O1 1.45029 -0.33443 -3.29039
H9 1.03810 0.19056 -2.57510
H10 0.69101 -0.77167 -3.70453
O2 -1.97116 -1.99853 -0.48563
H11 -1.05314 -1.67847 -0.75425
H12 -1.91079 -2.72144 0.15853
O3 -2.99076 0.09809 0.83840
H13 -2.55196 0.94914 0.83372
H14 -2.56624 -0.58085 0.27232
O4 -1.12189 -1.97052 2.80649
H15 -0.43405 -1.32559 2.96745
H16 -2.00982 -1.58828 2.77558



# 7
The following is a quantum chemistry calculation of a molecular structure, C2H16NaO8, from the Open Molecules 2025 dataset.

Summary:
- highest occupied orbital energy (eV) = -1.145
- total charge = -1
- orbital gap (eV) = 2.3

Element x y z (Å)
Na1 0.34296 -0.22684 0.90741
O1 0.86267 -1.86210 -1.17019
C1 -0.19743 -1.93562 -2.07175
C2 -0.42522 -0.82659 -3.15712
O2 0.50555 -0.59257 -4.14734
H1 -1.19029 -2.12288 -1.60539
H2 0.00988 -2.85195 -2.65202
H3 -0.76932 0.15822 -2.72163
H4 -1.29795 -1.12892 -3.77992
O3 -0.06655 0.99472 2.93110
H5 -0.66344 1.61434 3.36371
H6 0.75173 1.04677 3.43861
O4 2.54839 0.42870 1.18691
H7 3.20768 0.07761 0.57339
H8 3.05763 0.85137 1.88492
O5 0.12258 -2.44698 2.32116
H9 -0.26388 -2.25577 3.18296
H10 -0.10577 -3.36546 2.14477
O6 0.37970 3.51523 0.95396
H11 0.09162 3.28082 1.83829
H12 0.15042 2.73150 0.39815
O7 0.06411 1.61751 -0.99034
H13 0.71156 1.94584 -1.62583
H14 -0.62757 1.20233 -1.53299
O8 -2.13153 -0.19992 0.25057
H15 -2.57866 0.50942 0.72645
H16 -2.48890 -0.15879 -0.64783



# 8
The following is a quantum chemistry calculation of 6 unconnected molecules or ions with the total composition C2H16O5, from the Open Molecules 2025 dataset.

Summary:
- SMILES string = CC.O.O.O.O.O
- highest occupied orbital energy (eV) = -11.345
- orbital gap (eV) = 11.6

Element x y z (Å)
C1 -0.77522 4.13355 -0.21307
C2 -1.45076 2.83355 -0.52379
H1 -1.39320 4.97702 -0.64483
H2 0.28765 4.30183 -0.30384
H3 -0.84015 4.40535 0.85796
H4 -1.23560 2.40941 -1.49236
H5 -1.04555 2.09308 0.28582
H6 -2.45627 2.64290 -0.21445
O1 3.12695 -2.21820 6.44239
H7 2.37912 -2.52946 5.92328
H8 3.64529 -1.62150 5.89529
O2 -0.10799 -4.24181 2.84257
H9 0.52807 -4.08626 2.13347
H10 -0.75656 -4.77886 2.37345
O3 -1.22097 -0.76404 -6.81739
H11 -1.94032 -0.73656 -6.17918
H12 -1.10078 0.03470 -7.33358
O4 0.17643 -2.14801 0.89291
H13 0.64972 -1.93317 1.70346
H14 -0.73480 -1.91275 1.10596
O5 1.70733 -0.49343 -2.48591
H15 1.09430 0.22279 -2.69841
H16 1.46332 -0.59014 -1.54975



# 9
The following is a quantum chemistry calculation of 6 unconnected molecules or ions with the total composition C2H16O5S, from the Open Molecules 2025 dataset.

Summary:
- SMILES string = CCS.O.O.O.O.O
- highest occupied orbital energy (eV) = -9.254
- orbital gap (eV) = 9.6

Element x y z (Å)
C1 -0.86988 1.87456 -1.53405
C2 0.27508 1.03596 -1.03582
S1 1.42877 1.93282 0.05487
H1 -1.57045 2.17550 -0.75413
H2 -0.56624 2.82911 -1.97123
H3 -1.44262 1.31602 -2.27530
H4 0.82222 0.61853 -1.88848
H5 -0.09162 0.11496 -0.57966
H6 0.50904 2.12616 1.02405
O1 1.93235 -1.86643 -0.17787
H7 1.99406 -0.94905 -0.49099
H8 1.64016 -1.78372 0.73663
O2 -2.26783 -1.01248 -1.07504
H9 -2.31279 -1.53801 -1.87666
H10 -1.98707 -1.71110 -0.46195
O3 1.53486 -0.83876 2.50902
H11 1.06893 0.00527 2.58939
H12 2.39762 -0.61144 2.90505
O4 -0.62108 -3.25452 -0.63279
H13 0.28666 -2.93081 -0.47536
H14 -0.58341 -4.14649 -0.26883
O5 -2.42194 1.22127 1.37870
H15 -1.91403 0.52701 0.93076
H16 -3.32769 0.99241 1.11970



# 10
The following is a quantum chemistry calculation of 6 unconnected molecules or ions with the total composition C2H16O6, from the Open Molecules 2025 dataset.

Summary:
- ⟨S²⟩ = 0.7540
- 2S+1 = 2
- highest occupied orbital energy (alpha / beta) (eV) = -13.339 / -13.335
- total charge = +1
- orbital gap (alpha / beta) (eV) = 10.3 / 3.8

Element x y z (Å)
C1 5.42928 -6.59944 0.49756
O1 5.15981 -7.96946 0.59545
H1 6.30912 -6.61497 -0.14566
H2 4.63760 -6.10158 -0.06234
H3 5.58658 -6.11707 1.46228
H4 4.99715 -8.29091 -0.29439
C2 4.41835 -6.92593 4.20701
O2 3.20122 -7.48307 4.67715
H5 5.29469 -7.37722 4.67227
H6 4.49172 -6.96980 3.12037
H7 4.40557 -5.88488 4.52970
H8 2.58615 -7.55839 3.94392
O3 3.05357 -6.13633 -2.39417
H9 2.63828 -6.88268 -1.96204
H10 3.67482 -6.52923 -3.00729
O4 2.19666 -7.54870 2.26987
H11 1.96475 -8.42870 1.97312
H12 2.73203 -7.19007 1.56205
O5 7.12088 -4.48808 2.88216
H13 7.85289 -3.91563 3.11173
H14 6.74834 -4.09621 2.09230
O6 4.60718 -8.81930 -2.25951
H15 4.00898 -8.71613 -2.99961
H16 4.90710 -9.72641 -2.31799



# 11
The following is a quantum chemistry calculation of 5 unconnected molecules or ions with the total composition C2H17N2O4, from the Open Molecules 2025 dataset.

Summary:
- highest occupied orbital energy (eV) = -12.682
- total charge = +1
- orbital gap (eV) = 9.9

Element x y z (Å)
N1 -0.08532 -1.12165 1.25903
C1 1.16668 -0.31380 1.14741
C2 1.29587 0.14097 -0.33626
N2 2.72073 0.21607 -0.70473
H1 -0.90463 -0.72179 0.97161
H2 0.09210 -1.91811 0.64982
H3 -0.20545 -1.39372 2.19371
H4 1.20945 0.61632 1.82434
H5 2.17805 -0.93272 1.32037
H6 0.72894 -0.23730 -1.19267
H7 0.79002 1.16112 -0.26197
H8 2.81025 0.17630 -1.71341
H9 3.20345 1.07988 -0.29338
H10 -0.28805 -4.03121 -0.94505
H11 -0.07839 -2.47363 -1.43845
O1 0.05089 -3.13099 -0.67066
H12 -1.85740 0.74691 -3.39556
H13 -0.84229 1.41367 -2.45840
O2 -1.20323 0.56221 -2.72979
H14 -3.30669 0.08782 2.00779
H15 -2.42207 0.80820 1.01277
O3 -2.61873 -0.02365 1.36471
H16 -0.22800 3.39202 1.36112
H17 -1.36644 3.18518 0.18099
O4 -0.83974 2.71190 0.84667



# 12
The following is a quantum chemistry calculation of a molecular structure, C2H18Li4O13S, from the Open Molecules 2025 dataset.

Summary:
- ⟨S²⟩ = 0.7505
- 2S+1 = 2
- highest occupied orbital energy (alpha / beta) (eV) = -2.919 / -3.804
- total charge = -1
- orbital gap (alpha / beta) (eV) = 3.0 / 4.6

Element x y z (Å)
Li1 2.89629 2.47593 0.18369
Li2 0.74663 -2.32652 -1.34462
Li3 1.99313 -2.00441 2.12387
Li4 2.66644 -0.52304 -1.11553
S1 0.43956 0.27646 0.67273
O1 1.26081 1.48874 0.74768
O2 -0.94928 0.69516 0.57781
O3 0.84135 -0.36832 -0.62802
O4 0.65024 -0.54951 1.81946
O5 -0.38775 -2.36211 -3.08332
C1 0.59533 -2.09320 -4.03792
C2 2.00563 -1.44821 -3.62238
O6 2.72717 -2.01149 -2.55532
H1 0.10492 -1.63823 -4.89850
H2 0.86026 -3.04729 -4.49359
H3 1.84796 -0.39163 -3.40591
H4 2.72493 -1.41381 -4.44062
O7 -3.28441 -0.12573 -0.08810
H5 -2.37075 0.12138 0.05471
H6 -3.24897 -1.05482 -0.31564
O8 -2.17609 1.51886 2.70988
H7 -2.99108 1.84063 2.32453
H8 -1.66814 1.19869 1.96443
O9 -0.01140 0.02063 4.18379
H9 0.18602 -0.18143 3.26923
H10 -0.00448 -0.82920 4.62423
O10 -1.23549 0.37807 -2.17645
H11 -1.15598 -0.50835 -2.52884
H12 -0.62934 0.39718 -1.43587
O11 0.44864 2.89683 2.93774
H13 1.04418 3.63527 3.06528
H14 0.84931 2.38383 2.23594
O12 -1.24838 -2.23449 1.40336
H15 -0.91029 -1.33918 1.38467
H16 -0.56844 -2.73849 1.85045
O13 -0.74399 3.54540 0.39236
H17 -0.68884 2.59246 0.32083
H18 -0.61574 3.72394 1.32398



What did the seventh record say?
The following is a quantum chemistry calculation of a molecular structure, C2H16NaO8, from the Open Molecules 2025 dataset.

Summary:
- highest occupied orbital energy (eV) = -1.145
- total charge = -1
- orbital gap (eV) = 2.3

Element x y z (Å)
Na1 0.34296 -0.22684 0.90741
O1 0.86267 -1.86210 -1.17019
C1 -0.19743 -1.93562 -2.07175
C2 -0.42522 -0.82659 -3.15712
O2 0.50555 -0.59257 -4.14734
H1 -1.19029 -2.12288 -1.60539
H2 0.00988 -2.85195 -2.65202
H3 -0.76932 0.15822 -2.72163
H4 -1.29795 -1.12892 -3.77992
O3 -0.06655 0.99472 2.93110
H5 -0.66344 1.61434 3.36371
H6 0.75173 1.04677 3.43861
O4 2.54839 0.42870 1.18691
H7 3.20768 0.07761 0.57339
H8 3.05763 0.85137 1.88492
O5 0.12258 -2.44698 2.32116
H9 -0.26388 -2.25577 3.18296
H10 -0.10577 -3.36546 2.14477
O6 0.37970 3.51523 0.95396
H11 0.09162 3.28082 1.83829
H12 0.15042 2.73150 0.39815
O7 0.06411 1.61751 -0.99034
H13 0.71156 1.94584 -1.62583
H14 -0.62757 1.20233 -1.53299
O8 -2.13153 -0.19992 0.25057
H15 -2.57866 0.50942 0.72645
H16 -2.48890 -0.15879 -0.64783